[1]
A 2-piece molecular cluster, C4H12N2O2 overall in a non-equilibrium geometry. Source: OMol25; level of theory: ωB97M-V/def2-TZVPD.

Output
- frontier orbital gap (eV) = 7.987
- highest occupied orbital energy (eV) = -7.3
- max |F| (eV Å⁻¹) = 4.2
- charge = 0
- SMILES string = C/C(O)=C(/N)O.CN

Last column: Löwdin charge in e.
Positions of all 20 atoms, in Å:
H: 1.39757 0.14980 2.95472  0.096
C: 0.88600 -0.20834 0.99901  -0.425
H: -2.40336 -2.10694 -1.25382  0.057
O: -0.02187 1.91789 0.59070  0.022
H: 1.65850 -0.08303 -1.52930  0.081
O: 1.90873 -1.09822 0.68571  0.021
H: -0.11439 2.55516 -0.12577  0.104
H: -1.01215 -0.86916 0.72226  0.101
N: -1.86870 -0.56511 0.05324  -0.093
H: -2.29359 -0.50986 -2.00735  0.070
C: 1.21075 0.87022 -1.26909  -0.024
H: 0.41494 1.09470 -1.98202  0.081
N: 0.60310 -0.11123 2.38098  0.098
C: -1.83759 -1.17093 -1.26475  -0.211
H: -0.19045 0.48979 2.55907  0.084
C: 0.69180 0.83203 0.12792  -0.352
H: -0.81545 -1.42334 -1.57589  0.059
H: 1.81921 -1.85045 1.28160  0.099
H: 1.97593 1.64579 -1.36379  0.090
H: -2.00896 0.44124 0.01656  0.043

Force components x, y, z for each atom (eV/Å):
-0.02 0.07 -0.24
2.28 2.98 -0.63
-0.02 0.01 -0.16
-0.03 -0.08 -0.15
0.01 -0.03 -0.02
-0.67 -0.20 0.20
-0.04 -0.08 0.05
-3.10 1.28 -2.58
1.10 -0.90 2.09
0.10 -0.08 0.08
-0.23 0.02 0.19
-0.09 -0.01 -0.11
-0.73 -0.73 -0.15
0.28 -0.33 0.33
0.12 0.00 0.06
0.55 -1.50 1.02
-0.04 0.13 -0.24
-0.07 -0.12 -0.04
0.02 0.01 0.00
0.55 -0.46 0.29

***

[2]
A 2-piece molecular cluster, C3H7N2O2 overall in a non-equilibrium geometry. Source: OMol25; level of theory: ωB97M-V/def2-TZVPD.

Output
- frontier orbital gap (eV) = 8.016
- highest occupied orbital energy (eV) = -3.9
- max |F| (eV Å⁻¹) = 5.2
- charge = -1

Last column: Löwdin charge in e.
Positions of all 14 atoms, in Å:
H: 0.11595 1.09366 1.34728  0.000
N: -1.52917 0.24023 2.20528  -0.285
C: 1.37180 -0.23963 0.05415  -0.173
H: 1.92669 0.80916 1.62591  0.056
H: 1.32966 -0.66349 -2.39475  -0.003
H: -0.45170 -1.18453 -2.85423  0.089
H: 0.06141 0.46227 -2.40819  0.059
O: -1.20639 1.46651 1.93494  -0.240
H: 0.07577 -1.56080 -0.29350  0.059
C: 0.13956 -0.61634 -0.71791  -0.352
C: 0.33163 -0.58802 -2.25424  -0.126
N: 1.07393 0.64881 1.06899  0.011
O: -2.51672 0.08604 2.98734  -0.201
H: -0.72242 0.04613 -0.30105  0.106

Force components x, y, z for each atom (eV/Å):
0.67 -0.38 -0.18
-1.82 0.86 1.47
-0.34 2.51 1.86
-1.07 0.21 -0.18
3.06 -0.95 -1.28
1.72 0.50 0.90
0.21 -0.02 -0.78
-0.92 -1.32 0.61
-0.85 -2.33 0.51
-0.84 2.68 0.63
-4.86 1.14 1.48
2.15 -2.11 -2.17
2.01 0.56 -1.69
0.87 -1.35 -1.17

***

[3]
One molecule with the formula C27H31N5O4 in a non-equilibrium geometry. Source: OMol25; level of theory: ωB97M-V/def2-TZVPD.

Output
- frontier orbital gap (eV) = 8.103
- highest occupied orbital energy (eV) = -7.6
- max |F| (eV Å⁻¹) = 1.1
- charge = 0
- SMILES string = CC(=O)Nc1cc(-c2nn(CC(=O)N3CCCCC3)c(=O)c3ccccc23)ccc1N1CCOCC1

Last column: Löwdin charge in e.
Positions of all 67 atoms, in Å:
H: -0.43254 -1.80348 -3.51329  0.105
H: -1.29376 -1.47994 1.30823  0.129
H: 1.36346 -1.12977 -2.00628  0.113
C: 1.02649 -2.82780 2.18194  -0.016
H: -2.50481 -2.17523 -4.89849  0.132
C: 2.38807 -2.93568 4.16488  -0.064
O: -3.62677 -4.37226 -0.97043  0.077
H: 3.71806 7.52589 0.99702  0.112
H: 2.68122 -3.46050 5.06184  0.105
H: 3.20799 5.87729 2.91913  0.131
C: 2.46958 5.40507 2.26127  -0.141
N: 2.83872 0.72790 1.12102  -0.062
O: -4.99330 -3.20792 -4.59608  -0.127
C: 3.66590 5.83509 -0.33301  -0.175
C: -1.91159 -2.05805 -1.98252  -0.161
C: 1.24355 -0.83295 0.66788  -0.173
H: -1.69653 -3.55778 -4.09188  0.129
C: -5.19804 -3.68933 0.71884  0.003
H: 4.42484 2.03301 0.98915  0.126
H: 1.42561 7.24772 1.87836  0.111
C: 3.26480 0.18814 2.31782  -0.373
C: 1.59113 -1.58977 1.84857  -0.080
C: -5.29400 -2.69514 -3.31954  -0.189
C: 2.61999 3.09647 1.56929  -0.421
H: -3.82337 -4.72712 -3.84133  0.128
C: -2.61532 -2.97418 -4.14640  -0.142
C: -3.76504 -3.89869 -4.56115  -0.184
H: 2.94713 5.34017 -0.98928  0.117
C: 0.38904 -1.36759 -1.60882  -0.018
H: -5.70291 -4.62042 0.47899  0.084
H: 1.10746 5.96855 0.69999  0.119
H: 3.18155 2.16454 -0.31681  0.136
C: 1.42040 -3.48496 3.32504  -0.064
N: 3.12313 4.34492 1.51757  -0.056
H: 0.29271 -3.27071 1.52567  0.111
H: 0.97899 -4.43965 3.57224  0.106
C: 0.16980 -1.26245 -0.23946  -0.178
C: 2.98117 6.98832 0.39550  -0.208
C: 1.88367 6.44143 1.30452  -0.173
C: 2.97959 -1.73749 3.83763  0.000
C: -4.19389 -1.74343 -2.84133  -0.124
C: -2.11577 -1.98466 -0.59019  -0.151
H: -4.89689 -3.71003 1.76441  0.082
H: -5.88331 -2.85792 0.56758  0.081
N: 1.86685 0.25449 0.34997  0.185
C: 4.20015 4.81917 0.68123  -0.153
H: -4.42512 -1.36909 -1.84574  0.118
H: -4.14621 -0.88668 -3.53567  0.134
H: -3.60354 -4.28963 -5.56713  0.125
N: -3.34636 -2.34105 0.01086  0.101
H: 2.55957 7.69045 -0.32563  0.108
O: 4.15654 0.72048 2.95684  0.075
C: 2.59794 -1.06315 2.67663  -0.054
C: 3.35894 2.02228 0.75022  -0.038
H: 4.68341 3.99326 0.16421  0.110
N: -2.92463 -2.43906 -2.84042  -0.105
H: -5.39406 -3.52264 -2.60373  0.115
H: 1.68878 4.94752 2.86992  0.120
H: -6.24613 -2.16918 -3.41336  0.127
H: -3.58824 -1.81545 0.83963  0.147
C: -3.98056 -3.53687 -0.17270  -0.536
H: 3.74854 -1.29451 4.45199  0.120
H: 4.49022 6.20456 -0.94457  0.111
C: -0.62698 -1.75798 -2.45337  0.000
O: 1.64413 2.80585 2.23091  0.076
C: -1.09429 -1.56910 0.24878  0.024
H: 4.94483 5.30672 1.32306  0.132

Force components x, y, z for each atom (eV/Å):
-0.02 -0.01 -0.11
-0.02 -0.07 0.11
0.10 0.02 -0.04
-0.03 -0.01 -0.05
0.08 -0.06 0.00
0.06 0.06 0.02
0.12 -0.25 0.04
0.04 0.08 0.01
0.03 -0.03 0.07
-0.01 -0.01 0.01
-0.50 0.05 0.12
0.55 0.00 0.33
-0.07 0.05 -0.17
0.21 0.10 0.21
0.16 0.11 0.17
0.35 0.46 0.01
0.01 0.02 -0.04
0.01 -0.18 -0.20
-0.13 0.07 -0.14
-0.07 0.01 0.01
0.08 0.03 -0.18
0.46 0.11 0.42
-0.01 0.28 0.31
0.22 -0.26 -0.13
0.04 0.04 -0.08
-0.27 -0.23 -0.06
0.39 -0.04 -0.07
0.01 -0.05 -0.07
0.01 -0.06 0.25
0.03 -0.01 -0.01
-0.08 -0.02 0.01
0.08 -0.04 0.09
-0.05 -0.02 -0.04
0.06 0.36 0.19
-0.04 -0.04 -0.01
-0.04 -0.07 0.00
-0.27 -0.05 -0.28
-0.23 -0.15 -0.18
0.27 0.07 0.15
0.05 0.09 -0.04
-0.33 -0.02 -0.13
0.16 -0.05 -0.11
0.00 0.03 0.11
-0.08 0.07 0.05
-0.86 -0.32 -0.53
0.08 0.00 -0.43
-0.01 0.01 -0.08
-0.04 -0.01 0.09
0.05 -0.01 0.07
0.17 0.38 0.16
0.06 0.07 0.02
0.00 0.04 0.17
-0.33 -0.29 -0.03
-0.02 0.01 0.25
0.03 0.00 0.08
-0.05 -0.03 -0.20
-0.03 0.08 -0.05
0.17 0.09 -0.02
0.06 -0.01 0.06
-0.07 -0.11 -0.14
-0.39 -0.12 0.34
0.06 0.03 0.06
0.02 -0.02 -0.06
-0.16 0.00 -0.04
-0.20 -0.19 0.07
0.14 0.10 -0.23
0.04 -0.08 -0.06

***

[4]
C25H33HfO2Se as an isolated structure in a non-equilibrium geometry. Source: OMol25; level of theory: ωB97M-V/def2-TZVPD.

Output
- frontier orbital gap (eV) = 7.416
- highest occupied orbital energy (eV) = -10.4
- max |F| (eV Å⁻¹) = 7.1
- charge = +1

Last column: Löwdin charge in e.
Positions of all 62 atoms, in Å:
H: -3.32402 2.31189 -2.43102  0.083
H: 1.89461 -2.33670 -1.45425  0.085
C: 2.05384 0.45069 2.24345  -0.143
C: -1.89817 0.41663 1.45849  -0.133
C: 0.58310 2.88217 -2.67211  -0.193
H: -1.25572 4.26620 -0.13835  0.088
H: 2.21738 1.97203 -0.68677  0.075
H: -0.38812 0.00247 -2.79692  0.095
C: 1.44686 -2.19526 5.70221  -0.071
C: -2.03331 3.85352 -0.79346  -0.012
H: 0.17764 1.28683 3.07590  0.116
H: -0.98668 -0.86896 3.06809  0.110
C: -2.23808 -1.31560 -0.02328  -0.185
H: 0.61378 -3.70571 -1.46017  0.108
C: -1.43029 3.32208 -2.08422  -0.476
H: -1.96367 1.40812 1.92670  0.133
C: 1.30617 -2.65298 2.98748  -0.587
C: 2.66309 0.56161 0.97286  -0.163
H: -2.49650 3.00202 -0.25287  0.071
C: 0.19135 -2.96530 3.78941  -0.132
H: -0.02383 2.51035 0.64822  0.083
H: 2.08203 -2.40306 -3.66380  0.122
H: 1.04761 -3.72147 -3.82041  0.126
H: 3.54536 -1.69301 5.35758  0.116
H: -0.63908 -2.82344 5.76689  0.114
C: -2.40968 2.56019 -3.01726  0.001
H: 1.49368 -1.97337 6.76177  0.105
O: -0.06936 -1.66073 -1.55590  -0.390
H: 2.51674 0.04469 3.13465  0.093
Se: 1.30504 -2.79228 1.08288  0.815
C: 0.67137 1.71409 0.90716  -0.222
H: -0.31269 4.61729 -3.77555  0.119
H: 0.50023 -0.98526 -4.62097  0.123
H: 0.17259 4.86941 -2.04304  0.107
H: -1.59027 -2.94896 1.38061  0.102
C: -1.66561 -1.88534 1.16674  -0.272
O: -0.38905 2.35949 -1.78707  -0.192
C: 2.54187 -2.31605 3.56553  -0.166
H: -1.74931 -1.22076 -2.87857  0.134
C: -0.65990 -1.04507 -2.85028  -0.055
C: 2.60407 -2.04178 4.92720  -0.076
H: 3.39984 -2.16838 2.90868  0.103
H: -2.54382 -1.87895 -0.89305  0.113
H: -1.94503 1.62993 -3.37484  0.068
C: 0.81086 1.11887 2.20435  -0.178
H: -2.71134 3.15465 -3.88913  0.087
C: -2.43316 0.09194 0.18829  -0.088
Hf: 0.05405 -0.82904 0.26755  1.404
C: -1.38951 -0.77741 2.06238  -0.215
C: 1.86455 1.41499 0.16426  -0.160
C: -0.21944 4.16657 -2.76707  -0.038
H: 1.52851 2.96496 -2.12988  0.096
H: 3.61612 0.11838 0.69898  0.103
H: -2.82820 4.57486 -0.99505  0.097
C: 0.95906 -2.75719 -1.88616  -0.167
C: 1.07597 -2.72053 -3.39422  -0.137
C: 0.25317 -2.67581 5.15160  -0.073
H: -3.01005 0.76482 -0.45869  0.113
H: 0.66447 2.34105 -3.65123  0.129
C: 0.05651 -1.75315 -3.98510  -0.132
H: -0.60005 -2.26346 -4.67441  0.119
H: -0.70756 -3.37779 3.33519  0.099

Force components x, y, z for each atom (eV/Å):
0.49 0.03 -0.54
-0.63 -0.89 0.01
-0.40 0.07 -0.35
-0.58 -0.68 -0.05
-0.22 0.41 -0.26
-0.26 0.13 -0.28
-0.16 -0.46 -0.31
-0.29 0.18 0.16
0.10 -0.05 0.03
-0.11 -0.64 -0.14
0.09 -0.12 -0.42
-0.04 0.06 -0.40
-0.97 0.02 1.17
0.10 0.52 0.03
1.57 0.04 -1.25
0.40 -0.61 -0.36
0.34 -0.63 0.80
-0.04 0.31 -0.17
0.18 0.40 -0.25
0.64 0.55 -0.42
0.10 -0.54 0.00
0.04 0.25 0.13
-0.55 -0.05 0.04
-0.36 -0.19 0.02
0.44 -0.01 -0.11
-0.57 0.79 0.42
-0.06 0.02 -0.05
0.14 -1.14 -3.54
-0.31 -0.18 -0.33
0.96 -1.94 0.54
0.18 -0.17 0.33
-0.23 -0.13 0.71
0.41 -0.12 0.18
-0.15 0.40 -0.04
0.11 0.50 -0.13
-2.15 0.37 0.59
0.03 -1.97 1.18
-0.68 0.30 -0.12
0.58 0.18 0.47
0.29 -0.99 0.62
-0.33 -0.28 -0.05
-0.17 -0.05 0.27
-0.07 0.04 0.16
-0.13 0.40 0.12
0.62 0.29 -0.47
-0.04 -0.11 0.25
0.22 -0.73 0.32
2.83 6.17 1.98
-1.81 -0.51 0.04
-0.33 -0.92 0.70
-1.10 0.18 -0.58
0.09 -0.07 -0.67
-0.15 0.22 0.03
0.18 0.09 0.07
0.07 1.56 -0.40
1.03 -0.29 -0.48
0.23 -0.06 -0.07
0.74 -0.32 0.12
0.07 0.14 0.82
-0.04 0.33 -0.48
-0.56 -0.26 0.22
0.14 0.17 0.19

***

- Among the records above, which one has the lowest frontier orbital gap?
  C25H33HfO2Se

***

- The lowest highest occupied orbital energy belongs to which entry?
  C25H33HfO2Se

***

- Which of these has the highest charge?
  C25H33HfO2Se

***

- Among the records above, which one has the lowest frontier orbital gap?
  C25H33HfO2Se